[1]
Molecular formula: C35H63Cl22NO5
Method: DFT, wB97M-V/def2-TZVPD

Element x y z (Å)
C1 0.921 -4.586 2.066
C2 1.160 -3.243 1.349
C3 2.508 -3.160 0.681
O1 3.530 -3.554 1.187
O2 2.485 -2.646 -0.581
C4 3.004 -1.269 -0.774
N1 4.404 -1.326 -1.134
C5 2.149 -0.701 -1.923
C6 2.882 -0.005 -3.059
O3 1.962 0.896 -3.701
C7 2.907 -0.456 0.506
C8 3.064 1.050 0.260
O4 3.636 1.729 1.359
C9 2.811 1.721 2.491
C10 1.804 2.859 2.506
O5 1.294 3.151 1.211
C11 0.132 2.543 0.824
C12 -0.159 1.190 1.104
C13 -1.347 0.609 0.620
C14 -2.268 1.330 -0.174
C15 -3.507 0.611 -0.699
C16 -4.222 -0.026 0.518
C17 -4.560 1.557 -1.327
C18 -3.129 -0.553 -1.649
C19 -2.090 -0.355 -2.788
C20 -2.253 0.951 -3.569
C21 -2.333 -1.507 -3.778
C22 -0.635 -0.483 -2.313
C23 -1.966 2.691 -0.425
C24 -0.785 3.291 0.062
H1 0.692 -4.404 3.115
H2 1.776 -5.253 2.004
H3 0.033 -5.067 1.651
H4 1.043 -2.409 2.043
H5 0.409 -3.099 0.572
H6 4.901 -1.808 -0.391
H7 4.525 -1.873 -1.981
H8 1.623 -1.563 -2.341
H9 1.369 -0.036 -1.547
H10 3.749 0.552 -2.704
H11 3.248 -0.724 -3.790
H12 2.440 1.718 -3.819
H13 3.677 -0.768 1.216
H14 1.942 -0.633 0.990
H15 2.099 1.478 -0.030
H16 3.745 1.206 -0.576
H17 3.455 1.845 3.367
H18 2.299 0.762 2.627
H19 2.263 3.782 2.862
H20 0.985 2.603 3.187
H21 0.524 0.573 1.678
H22 -1.526 -0.434 0.857
H23 -4.297 0.681 1.342
H24 -5.195 -0.414 0.219
H25 -3.620 -0.866 0.873
H26 -4.133 2.400 -1.865
H27 -5.218 1.930 -0.542
H28 -5.152 0.989 -2.045
H29 -2.758 -1.382 -1.037
H30 -4.050 -0.908 -2.120
H31 -1.382 1.108 -4.213
H32 -3.137 0.896 -4.210
H33 -2.334 1.820 -2.922
H34 -1.628 -1.465 -4.611
H35 -2.191 -2.476 -3.288
H36 -3.345 -1.474 -4.187
H37 -0.242 0.456 -1.915
H38 0.004 -0.753 -3.158
H39 -0.516 -1.249 -1.543
H40 -2.637 3.305 -1.012
H41 -0.549 4.327 -0.153
C25 -2.902 3.742 6.280
Cl1 -3.142 3.812 4.529
Cl2 -2.751 2.079 6.868
H42 -1.995 4.281 6.527
H43 -3.755 4.199 6.760
C26 6.892 -2.027 -3.860
Cl3 5.523 -2.579 -4.844
Cl4 6.691 -0.388 -3.235
H44 7.001 -2.701 -3.020
H45 7.779 -2.046 -4.482
C27 -6.696 0.260 4.098
Cl5 -6.160 -0.945 2.921
Cl6 -5.407 0.741 5.199
H46 -7.040 1.138 3.563
H47 -7.501 -0.175 4.677
C28 -0.776 -8.028 1.589
Cl7 0.173 -7.831 3.067
Cl8 -2.506 -7.815 1.872
H48 -0.449 -7.281 0.875
H49 -0.607 -9.028 1.207
C29 0.913 -1.747 -6.880
Cl9 1.457 -1.918 -8.553
Cl10 1.677 -2.932 -5.805
H50 1.159 -0.750 -6.538
H51 -0.159 -1.908 -6.851
C30 -4.009 -2.673 7.325
Cl11 -5.624 -2.324 7.958
Cl12 -3.037 -1.213 7.129
H52 -3.505 -3.333 8.021
H53 -4.117 -3.143 6.355
C31 -0.648 0.497 -7.698
Cl13 0.227 0.469 -6.162
Cl14 -2.400 0.415 -7.480
H54 -0.408 1.422 -8.209
H55 -0.335 -0.359 -8.283
C32 -3.847 6.662 8.897
Cl15 -4.077 6.690 7.142
Cl16 -3.679 5.020 9.528
H56 -2.944 7.214 9.130
H57 -4.711 7.123 9.360
C33 2.239 4.971 -4.542
Cl17 2.060 4.535 -6.242
Cl18 3.301 3.850 -3.673
H58 2.674 5.961 -4.480
H59 1.264 4.947 -4.071
C34 6.844 4.862 -3.856
Cl19 6.872 3.100 -3.764
Cl20 7.262 5.626 -2.317
H60 7.563 5.178 -4.603
H61 5.842 5.169 -4.128
C35 1.108 -5.448 6.259
Cl21 -0.115 -4.486 7.101
Cl22 2.187 -4.447 5.285
H62 1.700 -5.975 6.998
H63 0.599 -6.143 5.601

## Properties
HOMO energy: -0.305 Ha
E_tot: -324535.176 eV

These are the Löwdin partial charges, in e, on atoms 1 to 5: C -0.12; C -0.13; C -0.49; O 0.13; O 0.01

***

[2]
Molecular formula: C35H63F12N2O9
Method: DFT, wB97M-V/def2-TZVPD

Element x y z (Å)
C1 19.442 -79.634 71.681
C2 20.757 -80.038 72.247
C3 20.667 -81.399 72.984
N1 21.995 -81.940 73.506
C4 22.740 -80.868 74.280
C5 23.982 -81.437 75.053
C6 23.669 -82.792 75.887
C7 22.829 -83.745 75.137
C8 21.706 -83.170 74.349
C9 22.813 -82.294 72.373
H1 19.475 -78.678 71.047
H2 18.774 -79.426 72.413
H3 19.023 -80.313 70.805
H4 21.224 -79.236 72.915
H5 21.442 -80.190 71.546
H6 20.275 -82.215 72.259
H7 20.047 -81.333 73.801
H8 21.885 -80.302 74.784
H9 23.062 -80.043 73.757
H10 24.440 -80.755 75.867
H11 24.742 -81.469 74.322
H12 23.014 -82.625 76.936
H13 24.591 -83.353 76.185
H14 22.113 -84.293 75.873
H15 23.533 -84.273 74.399
H16 20.987 -82.935 75.097
H17 21.030 -83.719 73.524
H18 23.246 -81.366 72.036
H19 22.160 -82.875 71.493
H20 23.463 -83.095 72.389
C10 27.976 -82.946 72.708
C11 28.160 -82.668 71.197
C12 27.006 -83.054 70.262
N2 27.050 -82.536 68.848
C13 28.271 -83.142 68.227
C14 28.315 -83.156 66.713
C15 27.127 -83.810 66.221
C16 25.860 -83.157 66.707
C17 25.900 -83.147 68.188
C18 27.066 -81.071 68.844
H21 27.785 -84.097 72.816
H22 27.183 -82.418 73.221
H23 28.914 -82.677 73.216
H24 28.999 -82.912 70.524
H25 27.905 -81.833 71.099
H26 26.107 -82.457 70.630
H27 26.832 -84.135 70.584
H28 28.529 -84.001 68.811
H29 29.130 -82.621 68.426
H30 28.996 -83.698 66.244
H31 28.377 -82.049 66.256
H32 26.972 -84.835 66.349
H33 27.127 -83.965 65.048
H34 24.962 -83.659 66.284
H35 25.927 -82.119 66.342
H36 25.601 -84.057 68.495
H37 24.998 -82.612 68.503
H38 26.259 -80.545 69.265
H39 27.129 -80.947 67.776
H40 28.217 -80.767 69.161
C19 23.824 -85.647 71.244
O1 24.329 -84.471 70.519
H41 22.657 -85.659 70.990
H42 24.076 -85.525 72.353
H43 24.323 -86.517 70.946
C20 26.624 -88.556 71.925
C21 27.170 -87.187 71.346
O2 28.462 -87.597 71.163
C22 29.431 -86.706 70.835
O3 29.182 -85.581 70.537
C23 30.902 -87.175 70.891
F1 31.156 -87.474 72.190
F2 31.228 -88.335 70.012
F3 31.695 -86.150 70.500
H44 27.094 -89.081 72.736
H45 26.435 -89.147 70.992
H46 25.698 -88.636 72.503
H47 26.968 -86.487 72.131
H48 26.675 -86.867 70.625
C24 22.021 -84.645 67.765
C25 20.856 -84.261 68.634
O4 20.059 -83.261 68.040
C26 20.353 -81.935 68.190
O5 21.314 -81.466 68.756
C27 19.361 -80.999 67.438
F4 19.400 -81.189 66.168
F5 18.121 -81.166 67.945
F6 19.754 -79.644 67.602
H49 22.898 -84.011 67.637
H50 21.814 -84.768 66.855
H51 22.413 -85.527 67.895
H52 21.052 -84.154 69.621
H53 20.166 -85.266 68.958
C28 21.739 -88.960 68.017
C29 21.949 -88.619 69.447
O6 22.147 -89.873 70.135
C30 23.272 -90.584 69.928
O7 24.234 -90.142 69.303
C31 23.268 -91.909 70.720
F7 22.022 -92.387 71.034
F8 24.049 -92.892 70.280
F9 23.890 -91.580 71.974
H54 21.791 -87.842 67.629
H55 20.735 -89.243 67.984
H56 22.408 -89.572 67.380
H57 21.084 -88.174 69.775
H58 22.609 -87.869 69.612
C32 21.616 -87.671 72.928
C33 20.688 -87.833 74.071
O8 21.110 -88.940 74.940
C34 20.450 -89.384 75.911
O9 19.407 -88.768 76.327
C35 21.059 -90.565 76.559
F10 20.217 -91.575 76.704
F11 22.127 -91.109 75.943
F12 21.581 -90.220 77.694
H59 21.565 -88.673 72.405
H60 22.654 -87.443 73.330
H61 21.196 -86.870 72.318
H62 19.557 -87.727 73.844
H63 20.713 -86.796 74.604

## Properties
charge: +1
HOMO energy: -0.331 Ha
E_tot: -91311.509 eV

These are the Löwdin partial charges, in e, on atoms 1 to 5: C -0.09; C -0.23; C -0.11; N -0.28; C -0.11

***

[3]
Molecular formula: C35H63F9O11SSi
Method: DFT, wB97M-V/def2-TZVPD

Element x y z (Å)
C1 -0.183 -5.311 3.376
C2 0.131 -3.802 3.461
C3 1.024 -3.272 2.313
C4 0.285 -2.566 1.140
C5 -1.081 -3.270 0.911
Si1 0.111 -0.695 1.227
C6 1.294 0.278 2.310
C7 1.630 -0.218 3.692
C8 0.731 -0.807 4.528
C9 1.038 -1.224 5.770
C10 2.301 -1.074 6.239
C11 3.222 -0.507 5.413
C12 2.915 -0.067 4.171
C13 4.046 0.539 3.378
S1 -2.003 0.030 1.376
O1 -2.830 -0.659 0.422
O2 -1.884 1.437 1.068
C14 -2.700 -0.028 3.099
F1 -2.715 -1.308 3.505
F2 -1.890 0.712 3.849
C15 -4.148 0.591 3.198
F3 -4.622 0.934 1.992
F4 -4.097 1.709 3.930
C16 -5.190 -0.362 3.841
F5 -5.360 -1.466 3.116
F6 -6.363 0.306 3.787
C17 -4.930 -0.715 5.353
F7 -3.788 -0.177 5.801
F8 -4.842 -2.040 5.493
F9 -5.934 -0.284 6.107
H1 0.307 -5.830 4.193
H2 0.143 -5.745 2.438
H3 -1.257 -5.466 3.463
H4 0.733 -3.667 4.357
H5 -0.754 -3.190 3.611
H6 1.877 -2.719 2.699
H7 1.455 -4.173 1.875
H8 0.846 -2.807 0.239
H9 -0.887 -4.337 0.847
H10 -1.495 -2.979 -0.051
H11 -1.820 -3.020 1.663
H12 0.392 -0.217 -0.145
H13 0.860 1.280 2.415
H14 2.183 0.433 1.714
H15 -0.286 -0.976 4.195
H16 0.281 -1.679 6.389
H17 2.540 -1.401 7.238
H18 4.231 -0.394 5.780
H19 4.525 -0.267 2.813
H20 3.737 1.273 2.645
H21 4.818 0.927 4.030
C18 -3.918 10.040 2.688
O3 -3.457 8.767 3.077
C19 -3.601 8.548 4.470
C20 -3.573 7.069 4.788
O4 -4.806 6.407 4.544
C21 -5.138 6.150 3.185
C22 -4.339 5.024 2.566
O5 -3.060 5.481 2.164
C23 -2.139 4.419 2.005
H22 -3.357 10.835 3.192
H23 -3.774 10.131 1.613
H24 -4.987 10.150 2.906
H25 -4.545 8.977 4.827
H26 -2.765 9.044 4.984
H27 -3.407 6.968 5.863
H28 -2.746 6.569 4.280
H29 -5.077 7.058 2.583
H30 -6.186 5.840 3.205
H31 -4.866 4.651 1.676
H32 -4.242 4.210 3.291
H33 -1.986 3.893 2.956
H34 -1.190 4.852 1.692
H35 -2.476 3.714 1.245
C24 -0.490 -0.211 -6.892
O6 -0.007 0.701 -5.932
C25 -0.619 0.517 -4.665
C26 0.220 1.132 -3.568
O7 1.324 0.324 -3.173
C27 2.430 0.270 -4.063
C28 3.267 1.531 -4.075
O8 2.667 2.523 -4.889
C29 3.138 3.817 -4.588
H36 -1.568 -0.092 -7.043
H37 0.023 -0.007 -7.831
H38 -0.273 -1.243 -6.592
H39 -0.754 -0.553 -4.461
H40 -1.603 1.005 -4.684
H41 -0.408 1.209 -2.678
H42 0.541 2.141 -3.830
H43 2.113 -0.009 -5.070
H44 3.056 -0.538 -3.683
H45 4.260 1.303 -4.487
H46 3.380 1.899 -3.048
H47 2.898 4.088 -3.554
H48 2.638 4.516 -5.255
H49 4.221 3.888 -4.745
C30 2.091 -3.226 -3.559
O9 2.316 -4.001 -4.715
C31 2.726 -3.208 -5.816
C32 3.417 -4.056 -6.861
O10 4.772 -4.353 -6.552
C33 5.002 -5.329 -5.545
C34 4.730 -6.748 -5.995
O11 3.342 -7.032 -5.948
C35 2.996 -8.134 -6.755
H50 1.301 -2.485 -3.729
H51 1.783 -3.900 -2.761
H52 3.012 -2.720 -3.249
H53 3.409 -2.418 -5.483
H54 1.832 -2.746 -6.259
H55 3.459 -3.473 -7.783
H56 2.849 -4.964 -7.073
H57 4.454 -5.093 -4.631
H58 6.067 -5.254 -5.317
H59 5.247 -7.447 -5.324
H60 5.112 -6.882 -7.015
H61 3.230 -7.935 -7.808
H62 1.924 -8.291 -6.662
H63 3.518 -9.041 -6.429

## Properties
SMILES: CCC[C@@H](C)[Si@H](Cc1ccccc1C)S(=O)(=O)C(F)(F)C(F)(F)C(F)(F)C(F)(F)F.COCCOCCOC.COCCOCCOC.COCCOCCOC
HOMO energy: -0.331 Ha
E_tot: -103003.489 eV

These are the Löwdin partial charges, in e, on atoms 1 to 5: C -0.09; C -0.25; C -0.20; C -0.41; C -0.11

***

[4]
Molecular formula: C35H64Br2Cl20FN6O3S
Method: DFT, wB97M-V/def2-TZVPD

Element x y z (Å)
C1 -4.448 -4.795 -2.892
C2 -3.877 -3.864 -3.977
O1 -4.763 -3.943 -5.097
C3 -2.502 -4.380 -4.400
O2 -1.398 -3.460 -4.406
N1 -1.455 -2.522 -3.412
C4 -1.269 -3.004 -2.057
C5 -0.173 -4.092 -1.982
S1 -0.102 -4.625 -0.236
C6 0.690 -3.297 0.551
N2 1.320 -3.340 1.630
N3 1.801 -2.083 1.931
C7 1.434 -1.340 0.970
O3 0.729 -2.004 0.050
C8 -1.618 -1.253 -3.822
N4 -1.747 -1.004 -5.116
C9 -1.851 0.312 -5.194
N5 -1.808 0.872 -4.011
C10 -1.970 2.335 -3.954
C11 -3.448 2.807 -4.127
C12 -3.662 3.537 -5.437
F1 -3.162 4.816 -5.331
N6 -1.660 -0.119 -3.067
C13 -1.592 -0.014 -1.626
Br1 -3.241 -0.865 -0.917
C14 -1.412 1.287 -0.858
C15 -0.044 1.944 -1.117
Br2 -2.919 2.520 -0.704
H1 -3.706 -5.049 -2.135
H2 -4.716 -5.746 -3.354
H3 -5.341 -4.385 -2.422
H4 -3.913 -2.841 -3.593
H5 -5.635 -4.164 -4.758
H6 -2.594 -4.738 -5.423
H7 -2.261 -5.273 -3.819
H8 -1.012 -2.295 -1.288
H9 -2.185 -3.500 -1.727
H10 -0.371 -4.941 -2.621
H11 0.807 -3.654 -2.198
H12 1.673 -0.293 0.911
H13 -1.957 0.875 -6.099
H14 -1.542 2.854 -3.109
H15 -1.453 2.727 -4.825
H16 -4.107 1.944 -4.031
H17 -3.671 3.529 -3.348
H18 -4.739 3.637 -5.584
H19 -3.258 3.013 -6.305
H20 -0.724 -0.581 -1.309
H21 -1.323 0.937 0.167
H22 0.596 1.266 -1.684
H23 0.483 2.106 -0.179
H24 -0.115 2.915 -1.595
Cl1 2.678 0.185 3.259
C16 1.535 -0.457 4.473
C17 0.295 -0.970 3.801
Cl2 -0.648 0.349 3.059
H25 1.323 0.334 5.188
H26 2.028 -1.272 5.000
H27 -0.348 -1.465 4.523
H28 0.545 -1.679 3.016
Cl3 -2.163 3.825 2.550
C18 -0.660 4.470 3.251
C19 0.214 5.129 2.221
Cl4 0.867 3.934 1.077
H29 -0.147 3.646 3.744
H30 -0.946 5.197 4.010
H31 1.060 5.610 2.710
H32 -0.324 5.881 1.650
Cl5 3.324 5.287 -0.436
C20 4.718 4.293 -0.940
C21 4.504 3.638 -2.278
Cl6 3.244 2.374 -2.216
H33 4.903 3.558 -0.160
H34 5.578 4.958 -0.996
H35 5.423 3.151 -2.599
H36 4.214 4.362 -3.035
Cl7 -5.738 6.877 2.464
C22 -5.821 5.931 3.972
C23 -5.042 6.572 5.091
Cl8 -3.286 6.521 4.790
H37 -5.458 4.928 3.760
H38 -6.872 5.864 4.248
H39 -5.222 6.034 6.020
H40 -5.328 7.611 5.236
Cl9 2.847 -3.161 -2.820
C24 3.714 -4.038 -4.114
C25 2.785 -4.484 -5.214
Cl10 1.666 -5.762 -4.671
H41 4.229 -4.879 -3.658
H42 4.460 -3.355 -4.514
H43 3.366 -4.898 -6.036
H44 2.190 -3.657 -5.594
Cl11 8.339 -0.504 0.531
C26 7.116 -1.094 1.690
C27 5.819 -1.460 1.019
Cl12 4.930 -0.054 0.377
H45 6.980 -0.330 2.451
H46 7.509 -1.992 2.157
H47 5.159 -1.939 1.742
H48 5.983 -2.149 0.194
Cl13 3.694 -7.053 0.409
C28 2.007 -6.515 0.184
C29 1.011 -7.540 0.658
Cl14 1.000 -8.997 -0.371
H49 1.868 -6.282 -0.870
H50 1.888 -5.596 0.755
H51 0.008 -7.118 0.621
H52 1.217 -7.852 1.679
Cl15 7.601 -3.815 3.985
C30 8.681 -4.969 3.159
C31 8.152 -5.329 1.793
Cl16 6.644 -6.271 1.869
H53 8.791 -5.840 3.800
H54 9.655 -4.493 3.058
H55 8.885 -5.933 1.260
H56 7.951 -4.437 1.204
Cl17 -1.621 0.941 7.230
C32 -2.857 -0.331 7.045
C33 -2.500 -1.587 7.799
Cl18 -1.091 -2.411 7.083
H57 -2.979 -0.526 5.982
H58 -3.791 0.074 7.430
H59 -3.332 -2.287 7.764
H60 -2.271 -1.378 8.841
Cl19 -6.052 12.054 1.952
C34 -4.646 11.074 1.469
C35 -4.844 10.419 0.126
Cl20 -6.097 9.153 0.178
H61 -4.468 10.335 2.247
H62 -3.790 11.745 1.427
H63 -3.918 9.938 -0.187
H64 -5.128 11.143 -0.634

## Properties
charge: +1
HOMO energy: -0.421 Ha
E_tot: -456493.515 eV

These are the Löwdin partial charges, in e, on atoms 1 to 5: C -0.04; C -0.38; O -0.03; C -0.09; O -0.05